[1]
DFT (ωB97M-V/def2-TZVPD) results for 2 unconnected molecules or ions with the total composition C7H9Br in a non-equilibrium geometry.

Results
gap between HOMO and LUMO	10.33	eV
total charge	0
highest occupied orbital energy	-9.458	eV

XYZ file:
```
17
Properties=species:S:1:pos:R:3:lowdin_charge:R:1
C -0.09 1.73 1.08 -0.092
C 1.25 1.07 1.29 -0.067
C 0.55 -1.00 -1.62 -0.074
C -0.89 -0.46 -1.80 -0.052
C -0.62 -0.94 0.89 -0.638
C 0.10 0.32 0.67 -0.369
C -0.26 -0.60 -0.47 -0.453
Br -0.20 -2.61 1.75 0.632
H -0.76 2.09 1.97 0.145
H -0.16 2.46 0.35 0.067
H 2.01 1.53 0.61 0.110
H 1.72 0.66 2.25 0.129
H 0.61 -2.13 -1.91 0.132
H 1.50 -0.38 -1.74 0.122
H -1.12 0.43 -2.24 0.059
H -1.48 -1.33 -2.26 0.134
H -2.14 -0.82 1.17 0.216
```


[2]
DFT (ωB97M-V/def2-TZVPD) results for 2 unconnected molecules or ions with the total composition C7H9ClINO2 in a non-equilibrium geometry.

Results
SMILES	C#C/C=C(\N=C(\O)Cl)[C@@H](C)O.I
gap between HOMO and LUMO	9.09	eV
total charge	0
highest occupied orbital energy	-8.711	eV

XYZ file:
```
21
Properties=species:S:1:pos:R:3:lowdin_charge:R:1
C -0.97 0.83 -1.34 -0.064
C -2.51 -0.97 -2.36 0.123
C -1.68 -0.12 -2.10 -0.139
C -0.07 0.54 -0.34 -0.292
C -0.50 -1.50 0.71 -0.745
C 0.39 1.98 1.71 -0.014
C 0.72 1.59 0.27 -0.354
N 0.27 -0.71 0.13 0.120
O -0.09 -2.70 1.12 0.047
O 2.11 1.15 0.18 -0.064
Cl -2.25 -1.22 0.88 0.740
I 2.65 -3.01 -1.28 0.507
H -0.96 1.82 -1.74 0.101
H -3.12 -1.67 -2.69 -0.022
H 0.65 1.24 2.51 0.108
H -0.61 1.91 1.93 0.048
H 0.70 2.91 2.02 0.056
H 0.77 2.42 -0.53 0.171
H 3.23 -1.64 -0.99 -0.428
H -0.83 -3.21 1.21 0.033
H 2.11 0.34 0.71 0.069
```


[3]
DFT (ωB97M-V/def2-TZVPD) results for a single C7H9ClN2O2 molecule in a non-equilibrium geometry.

Results
gap between HOMO and LUMO (spin up / spin down)	7.76 / 7.71	eV
total charge	0
highest occupied orbital energy (spin up / spin down)	-9.639 / -9.569	eV

XYZ file:
```
21
Properties=species:S:1:pos:R:3:lowdin_charge:R:1
C -1.11 1.04 2.20 -0.255
C -0.53 -0.22 -1.53 -0.206
C -0.45 -1.41 -0.56 -0.156
C -1.01 1.15 -0.89 -0.180
C 0.05 1.22 1.51 -0.107
C 0.59 -1.58 0.57 0.027
C -0.04 1.87 0.21 -0.639
N -2.14 0.93 2.71 0.187
N 1.94 -1.66 0.25 -0.413
O 2.70 -1.60 1.28 0.021
O 2.25 -1.81 -0.90 0.071
Cl 1.54 1.90 -0.62 0.669
H 0.64 0.09 -1.86 0.111
H -1.03 -0.57 -2.41 0.095
H -1.44 -1.62 -0.22 0.111
H 0.06 -2.22 -1.16 0.128
H -1.08 1.80 -1.82 0.131
H -1.89 0.99 -0.33 0.072
H 1.01 0.82 1.85 0.110
H 0.38 -1.97 1.56 0.134
H -0.43 2.84 0.15 0.090
```


[4]
DFT (ωB97M-V/def2-TZVPD) results for a gas-phase ion, C7H9ClN3O (charge +1) in a non-equilibrium geometry.

Results
SMILES	CO[C@H](C#N)c1[nH+]cc(Cl)n1C
gap between HOMO and LUMO	10.23	eV
total charge	+1
highest occupied orbital energy	-13.676	eV

XYZ file:
```
21
Properties=species:S:1:pos:R:3:lowdin_charge:R:1
C -1.17 1.66 -0.31 -0.154
C 1.99 -1.73 0.17 -0.044
C 2.60 -0.47 0.10 -0.604
C 0.56 -0.17 0.47 -0.047
C 2.09 1.87 0.63 0.002
C -2.44 -0.90 -0.65 0.002
C -1.11 0.53 0.66 -0.236
N -1.30 2.60 -0.96 0.217
N 1.69 0.52 0.29 -0.051
N 0.69 -1.51 0.38 0.148
O -2.06 -0.39 0.68 -0.091
Cl 4.31 -0.16 -0.11 0.759
H 2.50 -2.71 0.07 0.159
H 2.43 1.85 1.71 0.144
H 2.92 2.27 -0.02 0.118
H 1.35 2.57 0.40 0.070
H -1.68 -1.63 -0.97 0.089
H -2.38 -0.15 -1.43 0.084
H -3.49 -1.16 -0.58 0.112
H -1.25 0.92 1.62 0.141
H 0.01 -2.25 0.47 0.184
```


[5]
DFT (ωB97M-V/def2-TZVPD) results for a gas-phase ion, C7H9FN3 (charge +1) in a non-equilibrium geometry.

Results
SMILES	NC(=[NH2+])Nc1ccc(F)cc1
gap between HOMO and LUMO	9.10	eV
total charge	+1
highest occupied orbital energy	-12.350	eV

XYZ file:
```
20
Properties=species:S:1:pos:R:3:lowdin_charge:R:1
F -2.26 -3.68 -0.98 0.037
C 1.08 1.70 0.69 -0.286
C -1.51 -2.01 0.52 0.023
C -1.10 -1.66 -1.85 0.005
C -0.73 -0.87 0.73 -0.025
C -0.23 -0.64 -1.63 -0.007
C -1.61 -2.44 -0.82 -0.200
C -0.09 -0.19 -0.30 -0.287
N 2.25 2.46 0.50 0.181
N 0.92 0.69 -0.30 0.115
N 0.25 2.00 1.63 0.263
H -2.04 -2.57 1.28 0.131
H -1.47 -1.96 -2.88 0.153
H -0.55 -0.66 1.81 0.128
H 0.27 -0.14 -2.42 0.111
H 2.91 2.20 -0.26 0.147
H 2.56 3.03 1.25 0.103
H 1.64 0.61 -1.04 0.177
H 0.33 2.60 2.37 0.120
H -0.62 1.53 1.70 0.111
```


[6]
DFT (ωB97M-V/def2-TZVPD) results for 2 unconnected molecules or ions with the total composition C7H9IN2O in a non-equilibrium geometry.

Results
gap between HOMO and LUMO	8.65	eV
total charge	0
highest occupied orbital energy	-8.413	eV

XYZ file:
```
20
Properties=species:S:1:pos:R:3:lowdin_charge:R:1
C 1.45 2.82 1.82 -0.081
C 0.87 2.63 3.01 -0.081
C 1.01 2.17 0.63 -0.065
C -0.09 1.61 3.14 -0.050
C 0.00 1.13 0.67 -0.048
C -0.68 -3.25 -3.87 -0.167
C -0.52 -1.26 -1.01 -0.632
N -0.46 0.96 1.99 -0.005
N -0.31 -1.65 -2.17 -0.042
O -0.96 -2.87 -2.55 -0.276
I -1.98 -2.06 0.31 0.773
H 2.22 3.50 1.69 0.082
H 1.12 3.23 3.80 0.074
H 1.62 2.34 -0.20 0.063
H -0.46 1.23 4.12 0.137
H 0.41 -3.03 -4.07 0.078
H -1.32 -2.89 -4.81 0.107
H -0.74 -4.43 -4.01 0.111
H -0.11 -0.30 -0.59 -0.035
H -1.07 0.13 2.10 0.055
```


[7]
DFT (ωB97M-V/def2-TZVPD) results for a single C7H9N molecule in a non-equilibrium geometry.

Results
SMILES	C1=C[C@H]2NC[C@H]3[C@@H]1[C@H]32
gap between HOMO and LUMO	9.57	eV
total charge	0
highest occupied orbital energy	-8.419	eV

XYZ file:
```
17
Properties=species:S:1:pos:R:3:lowdin_charge:R:1
C -1.45 0.40 0.42 -0.188
C 0.79 0.05 0.93 -0.306
C 1.35 0.95 -0.13 -0.051
C 0.98 0.51 -1.34 -0.045
C 0.21 -0.81 -1.23 -0.163
C -1.01 -0.85 -0.31 -0.167
C 0.34 -1.23 0.22 -0.139
H -1.57 1.24 -0.24 0.110
H -2.40 0.23 0.87 0.101
H -0.40 1.49 1.90 0.111
H 1.49 -0.13 1.75 0.138
H 1.84 1.92 0.04 0.107
H 1.09 1.02 -2.30 0.102
H 0.28 -1.56 -2.04 0.132
H -1.75 -1.60 -0.60 0.136
H 0.66 -2.19 0.58 0.132
N -0.47 0.57 1.48 -0.010
```


[8]
DFT (ωB97M-V/def2-TZVPD) results for a single C7H9N molecule in a non-equilibrium geometry.

Results
SMILES	CNc1ccccc1
gap between HOMO and LUMO	9.96	eV
total charge	0
highest occupied orbital energy	-8.922	eV

XYZ file:
```
17
Properties=species:S:1:pos:R:3:lowdin_charge:R:1
C -2.02 1.40 0.68 -0.083
C -0.30 0.10 -0.46 -0.292
C 0.76 0.45 -1.12 -0.120
C 1.96 0.00 -0.98 -0.118
C 2.24 -1.08 -0.14 -0.045
C 1.14 -1.58 0.63 -0.044
C -0.16 -1.00 0.51 0.035
H -3.07 1.66 0.68 0.078
H -1.48 2.10 0.62 -0.035
H -2.09 0.90 1.68 0.099
H -2.35 -0.17 -0.67 0.148
H 0.51 1.27 -1.69 0.104
H 2.83 0.44 -1.55 0.132
H 3.23 -1.58 -0.15 0.110
H 1.33 -2.06 1.35 -0.020
H -0.92 -1.46 1.14 0.104
N -1.62 0.62 -0.53 -0.053
```


[9]
DFT (ωB97M-V/def2-TZVPD) results for a single C7H9N molecule in a non-equilibrium geometry.

Results
SMILES	C=Cc1cc[nH]c1C
gap between HOMO and LUMO	8.82	eV
total charge	0
highest occupied orbital energy	-7.837	eV

XYZ file:
```
17
Properties=species:S:1:pos:R:3:lowdin_charge:R:1
C -1.70 -0.02 0.20 -0.039
C -1.62 -0.65 1.39 -0.132
N -0.30 -0.83 1.72 0.047
C 0.49 -0.43 0.66 -0.271
C -0.34 0.14 -0.26 -0.223
C 0.17 0.68 -1.52 -0.140
C -0.50 1.49 -2.35 0.003
C 1.98 -0.51 0.79 -0.027
H -2.55 0.26 -0.39 0.101
H -2.37 -1.06 2.06 0.107
H -0.01 -1.54 2.37 0.146
H 1.09 0.23 -1.89 0.102
H -1.41 1.97 -2.02 0.053
H -0.05 1.78 -3.29 0.046
H 2.42 -1.21 0.09 0.078
H 2.29 -0.77 1.80 0.073
H 2.41 0.47 0.63 0.077
```


[10]
DFT (ωB97M-V/def2-TZVPD) results for a single C7H9N molecule in a non-equilibrium geometry.

Results
SMILES	C1=C[C@@H]2[C@@H]3CC[C@@H]1N23
gap between HOMO and LUMO	9.35	eV
total charge	0
highest occupied orbital energy	-8.223	eV

XYZ file:
```
17
Properties=species:S:1:pos:R:3:lowdin_charge:R:1
C 1.32 -1.02 0.32 -0.138
C 1.75 0.25 -0.46 -0.085
C 0.45 1.26 -0.06 -0.142
C -1.25 1.17 0.05 -0.110
C -2.21 -0.06 -0.28 -0.025
C -1.61 -1.19 0.10 -0.004
C -0.18 -0.72 0.17 -0.320
H 1.66 -1.89 -0.22 0.092
H 1.93 -1.06 1.32 0.137
H 2.53 0.58 0.30 0.120
H 1.99 0.17 -1.42 0.045
H 0.92 2.22 0.22 0.109
H -1.71 2.11 0.34 0.112
H -3.17 0.28 -0.49 0.074
H -1.97 -2.15 0.09 0.076
H -0.18 -0.57 -0.89 0.111
N -0.28 0.60 0.92 -0.052
```


[11]
DFT (ωB97M-V/def2-TZVPD) results for a single C7H9N molecule in a non-equilibrium geometry.

Results
SMILES	C#C[C@]1(C=C)CCN1
gap between HOMO and LUMO	9.71	eV
total charge	0
highest occupied orbital energy	-8.666	eV

XYZ file:
```
17
Properties=species:S:1:pos:R:3:lowdin_charge:R:1
C -0.47 2.21 0.62 -0.001
C -0.03 1.51 -0.35 -0.135
C 0.06 0.02 -0.34 -0.499
C 0.83 -0.56 0.78 -0.101
C -0.47 -1.51 0.95 -0.215
C 0.65 -0.51 -1.55 -0.073
C 0.78 -0.91 -2.69 0.159
H -0.70 3.27 0.48 0.065
H -0.54 1.82 1.68 0.093
H 0.34 1.97 -1.30 0.124
H 0.92 0.07 1.69 0.105
H 1.75 -1.04 0.49 0.104
H -0.70 -1.41 2.09 0.129
H -0.20 -2.53 0.60 0.108
H -2.11 -0.31 0.29 0.085
H 1.15 -1.38 -3.53 0.011
N -1.25 -0.72 0.09 0.039
```


[12]
DFT (ωB97M-V/def2-TZVPD) results for a single C7H9N molecule in a non-equilibrium geometry.

Results
gap between HOMO and LUMO	6.67	eV
total charge	0
highest occupied orbital energy	-7.067	eV

XYZ file:
```
17
Properties=species:S:1:pos:R:3:lowdin_charge:R:1
C -0.76 -0.46 -1.40 -0.085
C -2.01 -1.06 -0.99 -0.083
N -1.99 -0.57 0.45 0.008
C -0.80 0.19 0.32 -0.305
C 0.32 -0.24 -0.49 -0.159
C 1.61 -0.33 0.02 -0.153
C 2.88 -0.57 -0.45 0.032
C -0.62 1.42 1.19 -0.013
H -0.66 0.12 -2.33 0.127
H -2.85 -0.68 -1.53 0.064
H -1.82 -1.35 1.09 0.115
H 1.67 -0.16 1.10 0.102
H 2.99 -1.06 -1.41 0.050
H 3.71 -0.40 0.22 0.043
H -1.56 1.96 1.24 0.079
H 0.17 2.06 0.75 0.088
H -0.28 1.12 2.20 0.089
```


Energy relative to the best compared isomer or geometry (same formula, charge and spin) readings, ordered: 5.205; 0.600; 7.545; 1.754; 0.000; 4.225; 1.914; 4.001; 0.867; 6.831; 5.267; 6.691 eV